Entry from OMol25: a structure of composition C16H22INO at a distorted geometry (wB97M-V/def2-TZVPD).

As for the spin multiplicity: 1. Its total charge is 0. The value obtained for the gap between HOMO and LUMO is 8.6 eV. For the HOMO energy, the calculation gives -0.29243 hartree. As for the energy above the lowest of the compared OMol25 structures with the same formula, charge and spin: 12.802 eV.

Last column: Mulliken charge in e.
Element x y z (Å)
C: -3.29807 -3.54885 1.46596  -1.44
C: -2.85710 -2.17248 0.84366  0.40
H: -3.51863 -1.82784 -0.00773  0.17
C: -1.50061 -2.12095 0.35277  -2.13
N: -1.18842 -0.94157 -0.25371  0.68
C: -1.88023 -0.53240 -1.32408  -0.77
C: -3.05439 0.40244 -1.09451  -0.51
C: -3.29196 1.17623 -0.26667  -0.21
H: -2.78521 1.02487 0.67787  0.16
I: -4.81654 2.48444 0.01007  0.12
H: -3.57612 0.89781 -2.15661  0.14
H: -1.19733 0.08542 -2.16770  0.34
H: -2.18110 -1.53720 -1.97746  0.22
C: 0.20576 -0.30739 0.08900  -0.61
C: 0.34378 1.10800 -0.11697  -0.57
C: 1.72637 1.51556 0.19324  0.45
C: 2.11902 2.71242 0.40664  -0.42
C: 3.35515 3.27914 0.47918  0.57
C: 4.53700 2.55305 0.08639  -1.32
C: 4.11754 1.17296 -0.01967  -0.73
C: 2.79332 0.65429 -0.27586  0.44
C: 2.46488 -0.69853 -0.32679  -0.69
C: 1.14867 -0.91822 -0.89846  -0.86
H: 0.95849 -0.53531 -1.76811  0.52
H: 0.95916 -1.93381 -1.27817  0.54
H: 3.37640 -1.12149 -1.24583  0.29
H: 2.77525 -1.56108 0.42564  0.16
H: 4.99610 0.60087 -0.36223  0.31
H: 5.37864 2.75337 0.29273  0.71
O: 3.64323 4.60783 0.75615  -0.57
H: 4.56763 4.93798 0.63339  0.34
H: 1.25478 3.55040 0.42212  0.15
H: -0.15857 1.61356 0.86451  0.29
H: -0.10780 1.39681 -0.92899  0.78
H: 0.44341 -0.79934 1.05746  0.16
H: -1.34850 -2.66034 -0.35412  0.79
H: -0.88134 -2.31691 1.05527  0.75
H: -3.16784 -1.39888 1.89535  0.18
H: -4.40291 -3.54368 1.72482  0.36
H: -3.32032 -4.17425 0.70466  0.48
H: -2.63160 -3.87694 2.38682  0.29

Entry from OMol25: a cluster of 2 separate species, CH3N2O2S in total at a distorted geometry (wB97M-V/def2-TZVPD).

As for the spin multiplicity: 1. Its total charge is -1. The value obtained for the gap between HOMO and LUMO is 7.0 eV. For the HOMO energy, the calculation gives -0.09914 hartree. As for the energy above the lowest of the compared OMol25 structures with the same formula, charge and spin: 0.000 eV.

Last column: Mulliken charge in e.
Element x y z (Å)
C: 0.31661 -0.03002 -0.01456  -1.02
N: 0.32162 2.64972 -0.10424  0.03
N: -0.71201 3.03679 0.07768  -0.05
O: -1.58710 -1.91760 -0.17448  -0.63
O: 0.75784 -2.69808 -0.04939  -0.63
S: -0.28357 -1.80898 0.52782  0.39
H: 1.31006 0.12586 0.38209  0.38
H: 0.29588 0.03523 -1.09380  0.36
H: -0.41932 0.60709 0.44888  0.18

Entry from OMol25: a structure of composition C54H72MnN6O5P3SSe2 (wB97M-V/def2-TZVPD).

As for the spin multiplicity: 6. Its expectation value of S² is 8.76. Its total charge is +1. The value obtained for the gap between HOMO and LUMO (spin up / spin down) is 7.6 / 7.6 eV. For the HOMO energy (spin up / spin down), the calculation gives -0.37684 / -0.37718 hartree. As for the energy above the lowest of the compared OMol25 structures with the same formula, charge and spin: 0.424 eV.

Last column: Löwdin spin population.
Element x y z (Å)
Mn: -0.14311 -0.01568 -0.15343  4.68
Se: 5.38131 -1.40633 2.98327  0.00
P: 5.62327 0.06302 1.47714  0.00
C: 6.19180 1.66515 2.08206  0.00
C: 5.98632 2.82769 1.34700  0.00
C: 6.52880 4.02433 1.78296  0.00
C: 7.27919 4.06241 2.95148  0.00
C: 7.48236 2.90395 3.68580  0.00
C: 6.93741 1.70321 3.25417  0.00
C: 6.86830 -0.40441 0.25507  0.00
C: 6.74000 -0.14303 -1.09884  0.00
C: 7.73905 -0.51253 -1.98810  0.00
C: 8.88248 -1.13599 -1.51537  0.00
C: 9.02649 -1.38257 -0.15441  0.00
C: 8.02422 -1.02336 0.73032  0.00
C: 4.00829 0.41284 0.70791  0.00
C: 3.13966 -0.02455 -0.29909  0.01
N: 1.92796 0.47578 0.02578  0.03
N: 2.03794 1.18417 1.14438  0.01
N: 3.26657 1.15787 1.56683  0.01
P: 3.09859 -0.95586 -1.84285  0.01
Se: 1.08210 -1.49069 -2.34316  0.05
C: 3.73472 0.15228 -3.12181  0.00
C: 3.84567 -0.31049 -4.43382  0.00
C: 4.27728 0.54126 -5.43577  0.00
C: 4.57986 1.86507 -5.14155  0.00
C: 4.44291 2.33715 -3.84631  0.00
C: 4.01839 1.48467 -2.83671  0.00
C: 4.09537 -2.45107 -1.69681  0.00
C: 4.14767 -3.33804 -2.77537  0.00
C: 4.89837 -4.49623 -2.68438  0.00
C: 5.58407 -4.79292 -1.51165  0.00
C: 5.50068 -3.93721 -0.42615  0.00
C: 4.75341 -2.77227 -0.51825  0.00
H: 5.39450 2.80380 0.43885  0.00
H: 6.36305 4.92968 1.21427  0.00
H: 7.70092 4.99886 3.29177  0.00
H: 8.05819 2.93333 4.60097  0.00
H: 7.06990 0.79970 3.83697  0.00
H: 5.86851 0.36682 -1.47296  0.00
H: 7.61942 -0.30791 -3.04463  0.00
H: 9.66621 -1.42662 -2.20241  0.00
H: 9.92113 -1.86364 0.21789  0.00
H: 8.12798 -1.24456 1.78591  0.00
H: 3.57967 -1.32779 -4.68098  0.00
H: 4.36921 0.17519 -6.44939  0.00
H: 4.91501 2.52952 -5.92675  0.00
H: 4.66884 3.36994 -3.61692  0.00
H: 3.91202 1.85951 -1.82583  0.00
H: 3.58332 -3.14163 -3.67628  0.00
H: 4.94163 -5.17464 -3.52570  0.00
H: 6.16930 -5.70056 -1.44400  0.00
H: 6.01826 -4.15750 0.49921  0.00
H: 4.68276 -2.14638 0.35709  0.00
C: 5.10322 -6.13058 4.12600  0.00
C: 4.17007 -4.95793 3.85588  0.00
S: 3.10335 -4.70239 5.25159  0.00
O: 2.17986 -5.80934 5.31743  0.00
O: 3.91021 -4.35328 6.38669  0.00
C: 2.14282 -3.25759 4.81270  0.00
C: 0.89326 -3.66567 4.04471  0.00
N: 0.27193 -2.52048 3.36428  0.00
C: 0.60944 -2.09925 2.13053  0.01
N: -0.16308 -1.08381 1.74418  0.04
C: -1.02709 -0.83524 2.77442  0.01
C: -0.76184 -1.70787 3.77625  0.00
N: -1.40617 -1.75471 5.06078  0.00
O: -2.36612 -1.02675 5.19797  0.00
O: -0.94705 -2.49991 5.90425  0.00
C: 1.71267 -2.69647 1.34152  0.00
H: 5.71319 -6.31790 3.24319  0.00
H: 4.54034 -7.03457 4.35379  0.00
H: 5.76313 -5.90892 4.96226  0.00
H: 3.52077 -5.14523 2.99722  0.00
H: 4.71502 -4.02740 3.69601  0.00
H: 2.78143 -2.57812 4.24236  0.00
H: 1.89875 -2.78774 5.76601  0.00
H: 0.16045 -4.10265 4.71074  0.00
H: 1.12019 -4.40753 3.28209  0.00
H: -1.76246 -0.05138 2.76948  0.00
H: 1.66153 -3.78593 1.34184  0.00
H: 2.68559 -2.39134 1.74265  0.00
H: 1.63706 -2.36499 0.30816  0.00
C: -0.66523 4.38807 -0.74733  0.00
C: 0.15929 3.13094 -0.62443  0.01
O: -0.56911 2.11162 0.11756  0.05
H: -0.09077 5.15528 -1.26729  0.00
H: -0.93030 4.78180 0.23538  0.00
H: -1.58313 4.20422 -1.30568  0.00
H: 1.11208 3.29862 -0.12212  0.00
H: 0.36531 2.68893 -1.59759  0.00
H: -0.53903 2.36354 1.04946  0.00
C: -5.92554 1.33233 0.36607  0.00
C: -4.85784 2.27078 -0.18414  0.00
C: -3.90562 1.52748 -1.13947  0.00
C: -3.79056 0.03072 -0.78158  0.00
C: -3.86730 -0.10260 0.74217  0.00
C: -5.27938 0.24330 1.23535  0.00
P: -2.24133 -0.70332 -1.43977  0.02
C: -2.11135 -0.25913 -3.22273  0.00
C: -1.46814 1.10504 -3.47484  0.00
C: -0.96416 1.17351 -4.92191  0.00
C: -1.92217 0.46220 -5.89672  0.00
C: -3.34030 0.42495 -5.33846  0.00
C: -3.39855 -0.42332 -4.05923  0.00
C: -2.44355 -2.53959 -1.48336  0.00
C: -3.85652 -3.05494 -1.84669  0.00
C: -4.60339 -3.55028 -0.61211  0.00
C: -3.88647 -4.75319 0.01854  0.00
C: -2.36145 -4.66639 -0.15435  0.00
C: -1.90753 -3.21221 -0.20623  0.00
H: -6.46626 0.87763 -0.46907  0.00
H: -6.66742 1.88365 0.94366  0.00
H: -4.29129 2.69431 0.65089  0.00
H: -5.31074 3.11597 -0.70328  0.00
H: -2.91653 1.99189 -1.09206  0.00
H: -4.25354 1.63217 -2.16877  0.00
H: -4.63456 -0.51123 -1.22007  0.00
H: -3.14080 0.60125 1.16758  0.00
H: -3.57977 -1.09616 1.09009  0.00
H: -5.22546 0.57306 2.27487  0.00
H: -5.89776 -0.65711 1.22754  0.00
H: -1.38353 -0.99602 -3.58340  0.00
H: -0.62758 1.25803 -2.79280  0.00
H: -2.18996 1.90128 -3.27948  0.00
H: 0.02537 0.71202 -4.97162  0.00
H: -0.83975 2.21902 -5.21155  0.00
H: -1.58469 -0.56336 -6.07411  0.00
H: -1.90658 0.95824 -6.86734  0.00
H: -4.03802 0.02223 -6.07363  0.00
H: -3.67398 1.44527 -5.12732  0.00
H: -3.51785 -1.47542 -4.32709  0.00
H: -4.28387 -0.14922 -3.48181  0.00
H: -1.75834 -2.82266 -2.29120  0.00
H: -3.75596 -3.88329 -2.55356  0.00
H: -4.43882 -2.29478 -2.36728  0.00
H: -5.62577 -3.82031 -0.87938  0.00
H: -4.68743 -2.73587 0.11376  0.00
H: -4.25246 -5.67620 -0.43435  0.00
H: -4.13708 -4.81193 1.07967  0.00
H: -2.05250 -5.16400 -1.07817  0.00
H: -1.85949 -5.19431 0.65862  0.00
H: -0.81684 -3.13894 -0.20263  0.00
H: -2.25933 -2.69608 0.69277  0.00

Entry from OMol25: a cluster of 2 separate species, C5H12O in total (wB97M-V/def2-TZVPD).

As for the spin multiplicity: 1. Its total charge is 0. The value obtained for the gap between HOMO and LUMO (spin up / spin down) is 8.3 / 7.9 eV. For the HOMO energy (spin up / spin down), the calculation gives -0.26679 / -0.25669 hartree. As for the energy above the lowest of the compared OMol25 structures with the same formula, charge and spin: 3.885 eV.

Last column: Mulliken charge in e.
Element x y z (Å)
C: -1.27366 2.47303 -0.16898  -1.08
C: -0.23655 1.36700 -0.02347  -0.29
C: 0.87075 -1.49556 -0.30503  -0.09
C: 2.20106 -1.32141 0.33644  -0.96
O: -0.14176 -1.77881 0.43895  -0.27
C: -1.41615 -1.79172 0.12353  -0.60
H: -1.79414 2.39697 -1.13104  0.30
H: -2.02784 2.39879 0.62203  0.29
H: -0.82024 3.46662 -0.11358  0.33
H: 0.30400 1.42490 0.92863  0.27
H: 0.51498 1.41080 -0.82017  0.27
H: 0.67798 -1.28769 -1.35550  0.44
H: 2.60396 -0.31386 0.15479  0.24
H: 2.94210 -2.04009 -0.03799  0.30
H: 2.10860 -1.44913 1.41890  0.29
H: -2.06778 -2.15726 0.90042  0.25
H: -0.74988 0.40024 -0.04639  -0.02
H: -1.69543 -1.70281 -0.92155  0.33